# 1
{
  "formula": "C16H21N3RhS5",
  "method": "the ωB97M-V functional and the def2-TZVPD basis",
  "species": ["Rh", "C", "C", "S", "C", "C", "S", "C", "C", "S", "H", "H", "H", "H", "H", "H", "H", "H", "H", "H", "H", "H", "S", "C", "C", "C", "C", "C", "N", "H", "H", "H", "H", "C", "C", "C", "C", "N", "C", "S", "N", "H", "H", "H", "H", "H"],
  "coordinates": [[-0.175, -0.152, 0.034], [1.835, 2.264, -0.681], [2.774, 1.366, 0.097], [2.173, -0.354, 0.169], [2.319, -0.787, 1.919], [1.585, 0.117, 2.888], [-0.188, 0.218, 2.480], [-0.531, 1.991, 2.552], [0.286, 2.857, 1.613], [0.122, 2.281, -0.104], [1.742, 1.925, -1.714], [2.213, 3.287, -0.700], [2.954, 1.719, 1.111], [3.737, 1.342, -0.413], [3.377, -0.855, 2.180], [1.899, -1.797, 1.942], [1.996, 1.124, 2.930], [1.668, -0.311, 3.887], [-0.416, 2.325, 3.584], [-1.592, 2.057, 2.303], [1.339, 2.882, 1.887], [-0.087, 3.880, 1.658], [-0.465, -0.002, -2.290], [-2.113, 0.159, -1.749], [-3.279, 0.219, -2.503], [-4.480, 0.269, -1.826], [-4.504, 0.240, -0.429], [-3.311, 0.163, 0.249], [-2.148, 0.151, -0.411], [-3.225, 0.200, -3.582], [-5.409, 0.312, -2.380], [-5.435, 0.267, 0.117], [-3.262, 0.113, 1.329], [1.948, -6.676, 1.772], [1.030, -6.056, 0.765], [0.458, -6.781, -0.271], [-0.386, -6.100, -1.129], [-0.663, -4.806, -0.988], [-0.041, -4.204, 0.017], [-0.403, -2.490, 0.327], [0.791, -4.746, 0.896], [2.092, -7.738, 1.584], [1.538, -6.543, 2.773], [2.915, -6.174, 1.747], [0.663, -7.833, -0.403], [-0.870, -6.605, -1.957]],
  "mulliken_charge": [-0.005, -0.790, -0.700, 0.016, -0.690, -0.733, -0.035, -0.702, -0.816, 0.097, 0.421, 0.471, 0.381, 0.514, 0.516, 0.346, 0.401, 0.523, 0.498, 0.390, 0.406, 0.543, -0.317, 0.693, -0.732, -0.145, -0.902, -0.308, 0.122, 0.431, 0.401, 0.428, 0.511, -1.141, 0.818, -0.543, -0.223, -0.472, 0.167, -0.080, -0.449, 0.353, 0.287, 0.281, 0.345, 0.427],
  "homo_ev": [-10.4, -10.4],
  "lumo_energy_ev": [-3.809, -3.807],
  "total_charge": 1,
  "e_tot_ev": -78583.210,
  "gap_ha": [0.2411, 0.2412]
}

***

# 2
{
  "formula": "C11H19INO2Sn",
  "method": "the ωB97M-V functional and the def2-TZVPD basis",
  "species": ["C", "C", "C", "C", "C", "C", "C", "O", "I", "C", "C", "C", "C", "N", "O", "H", "H", "H", "H", "H", "H", "H", "H", "H", "H", "H", "H", "H", "H", "H", "H", "H", "H", "H", "Sn"],
  "coordinates": [[0.434, 2.650, 0.222], [0.690, 1.168, -0.431], [1.958, 1.399, -1.435], [1.208, 0.172, 0.716], [0.320, -1.130, 1.008], [1.345, -2.365, 1.275], [2.245, -1.997, 2.574], [1.698, -1.940, 3.693], [4.413, -1.627, 2.419], [-0.703, -1.530, -0.166], [-1.444, -0.127, -0.583], [-2.656, -0.566, -1.587], [-2.137, 0.554, 0.686], [-0.423, 0.686, -1.283], [-0.053, 0.196, -2.387], [0.246, 2.579, 1.357], [1.388, 3.273, 0.106], [-0.396, 3.226, -0.313], [1.691, 2.077, -2.314], [2.766, 1.920, -0.802], [2.433, 0.403, -1.759], [2.273, -0.177, 0.438], [1.336, 0.736, 1.713], [-0.294, -1.042, 1.980], [2.055, -2.374, 0.372], [0.802, -3.355, 1.431], [-0.085, -1.970, -1.020], [-1.477, -2.315, 0.124], [-2.439, -1.565, -2.107], [-3.545, -0.781, -0.883], [-2.938, 0.271, -2.328], [-2.988, 1.224, 0.320], [-1.431, 1.050, 1.423], [-2.652, -0.300, 1.268], [-3.638, 1.576, -3.725]],
  "mulliken_spin": [-0.003, 0.013, -0.002, 0.000, -0.001, 0.000, 0.000, 0.000, 0.000, -0.002, -0.055, -0.003, 0.016, -0.013, 0.011, 0.001, 0.000, 0.004, 0.001, 0.000, 0.000, 0.000, 0.000, 0.001, 0.000, 0.000, -0.001, -0.001, 0.009, -0.001, 0.055, -0.004, 0.004, 0.001, 0.968],
  "homo_ev": [-14.4, -14.4],
  "lumo_energy_ev": [-10.291, -10.279],
  "total_charge": 2,
  "e_tot_ev": -31207.716,
  "s_squared": 0.753,
  "spin_multiplicity": 2,
  "gap_ha": [0.1493, 0.1497]
}

***

# 3
{
  "formula": "C5H22N10O7Y",
  "method": "the ωB97M-V functional and the def2-TZVPD basis",
  "species": ["Y", "O", "H", "O", "H", "C", "O", "N", "N", "H", "H", "H", "H", "C", "O", "N", "N", "H", "H", "H", "H", "C", "O", "N", "N", "H", "H", "H", "H", "C", "O", "N", "N", "H", "H", "H", "H", "C", "O", "N", "N", "H", "H", "H", "H"],
  "coordinates": [[1.975, -1.731, 1.442], [2.824, -2.260, -0.588], [2.482, -1.702, -1.314], [0.234, -0.718, 0.479], [0.154, -0.816, -0.490], [1.768, 0.000, -3.450], [1.577, -0.018, -4.625], [2.908, 0.274, -2.909], [0.878, -0.163, -2.512], [3.739, 0.428, -3.462], [2.930, 0.237, -1.900], [1.034, -0.036, -1.523], [-0.091, -0.339, -2.735], [-0.778, -3.358, -0.847], [0.150, -3.673, -0.094], [-1.374, -2.212, -0.938], [-1.163, -4.227, -1.669], [-2.140, -1.929, -1.533], [-0.882, -1.472, -0.458], [-1.641, -3.878, -2.487], [-0.702, -5.118, -1.555], [-2.785, 1.030, -0.851], [-2.422, 0.579, -1.896], [-2.082, 0.850, 0.236], [-3.764, 1.905, -0.719], [-2.465, 1.040, 1.151], [-1.302, 0.211, 0.179], [-4.082, 2.251, 0.175], [-4.064, 2.229, -1.627], [2.433, 1.671, 0.690], [2.846, 0.551, 0.591], [3.183, 2.707, 0.489], [1.218, 1.944, 0.951], [2.790, 3.632, 0.383], [4.116, 2.493, 0.168], [0.623, 1.141, 0.803], [0.903, 2.826, 1.329], [-1.633, 0.853, 3.660], [-2.416, 1.434, 2.988], [-1.351, 1.043, 4.903], [-0.757, 0.052, 3.140], [-0.375, 0.912, 5.126], [-1.889, 1.670, 5.484], [0.056, -0.221, 3.673], [-0.664, -0.093, 2.145]],
  "mulliken_spin": [-0.001, 0.000, 0.000, 0.009, -0.008, -0.003, 0.012, 0.000, 0.021, 0.000, 0.000, 0.002, -0.002, -0.009, 0.005, 0.017, 0.005, -0.004, 0.018, 0.000, 0.000, -0.038, 0.413, 0.526, 0.109, -0.032, -0.049, 0.001, -0.006, -0.001, 0.000, 0.000, 0.002, 0.000, 0.000, 0.006, 0.001, -0.002, 0.007, 0.001, 0.001, 0.000, 0.000, 0.000, -0.002],
  "homo_ev": [-14.6, -14.6],
  "lumo_energy_ev": [-7.966, -11.687],
  "total_charge": 2,
  "e_tot_ev": -35803.647,
  "s_squared": 0.762,
  "spin_multiplicity": 2,
  "gap_ha": [0.2445, 0.1067]
}

***

# 4
{
  "formula": "C19H35MnN4O",
  "method": "the ωB97M-V functional and the def2-TZVPD basis",
  "species": ["Mn", "C", "C", "C", "O", "H", "H", "H", "H", "H", "H", "H", "C", "C", "C", "C", "N", "H", "H", "H", "H", "H", "H", "H", "C", "C", "C", "C", "N", "H", "H", "H", "H", "H", "H", "H", "C", "C", "C", "C", "N", "H", "H", "H", "H", "H", "H", "H", "C", "C", "C", "C", "N", "H", "H", "H", "H", "H", "H", "H"],
  "coordinates": [[2.034, -2.095, 3.910], [-0.865, -0.855, 1.348], [0.682, -1.109, 1.344], [1.575, 0.147, 1.461], [1.085, -2.207, 2.065], [-1.177, -0.201, 2.162], [-1.331, -1.839, 1.416], [-1.166, -0.341, 0.435], [0.751, -1.527, 0.340], [2.660, 0.057, 1.414], [1.377, 0.737, 2.356], [1.451, 0.854, 0.640], [4.850, 1.035, -1.195], [5.606, 0.003, -0.356], [6.615, -0.922, -1.164], [6.146, -1.526, -2.349], [5.858, -2.005, -3.378], [4.634, 0.664, -2.197], [5.389, 1.981, -1.233], [3.853, 1.280, -0.829], [4.826, -0.619, 0.082], [6.203, 0.395, 0.468], [7.061, -1.744, -0.603], [7.482, -0.328, -1.452], [-2.940, 5.282, 2.395], [-1.873, 4.299, 2.765], [-2.243, 2.908, 3.331], [-2.817, 3.104, 4.707], [-3.332, 3.266, 5.740], [-3.870, 5.132, 2.944], [-3.365, 5.100, 1.408], [-2.632, 6.322, 2.506], [-1.111, 4.835, 3.331], [-1.513, 4.123, 1.752], [-1.376, 2.249, 3.279], [-3.101, 2.409, 2.879], [0.836, -1.652, -5.228], [1.460, -0.294, -4.905], [2.356, -0.264, -3.687], [2.190, -1.401, -2.749], [2.078, -2.320, -2.023], [0.491, -1.520, -6.253], [-0.075, -1.821, -4.654], [1.516, -2.470, -4.989], [0.677, 0.463, -4.875], [2.129, 0.028, -5.703], [2.272, 0.691, -3.167], [3.355, -0.498, -4.054], [-6.611, -1.794, 0.458], [-5.940, -2.804, 1.365], [-4.403, -2.518, 1.411], [-3.708, -2.551, 0.148], [-3.188, -2.689, -0.877], [-6.148, -1.927, -0.520], [-6.425, -0.766, 0.770], [-7.683, -1.906, 0.298], [-6.000, -3.875, 1.172], [-6.276, -2.646, 2.391], [-3.886, -2.878, 2.300], [-4.443, -1.455, 1.649]],
  "mulliken_spin": [5.120, -0.021, -0.101, 0.086, -0.069, 0.014, -0.001, -0.002, -0.008, 0.003, -0.024, 0.004, 0.000, 0.000, 0.000, 0.000, 0.000, 0.000, 0.000, 0.000, 0.000, 0.000, 0.000, 0.000, 0.000, 0.000, 0.000, 0.000, 0.000, 0.000, 0.000, 0.000, 0.000, 0.000, 0.000, 0.000, 0.000, 0.000, 0.000, 0.000, 0.000, 0.000, 0.000, 0.000, 0.000, 0.000, 0.000, 0.000, 0.000, 0.000, 0.000, 0.000, 0.000, 0.000, 0.000, 0.000, 0.000, 0.000, 0.000, 0.000],
  "homo_ev": [-12.9, -13.0],
  "lumo_energy_ev": [-7.235, -7.178],
  "total_charge": 1,
  "e_tot_ev": -59586.244,
  "s_squared": 8.818,
  "spin_multiplicity": 6,
  "gap_ha": [0.2094, 0.2123]
}

***

# 5
{
  "formula": "C29H33Ge2MnN3OS4",
  "method": "the ωB97M-V functional and the def2-TZVPD basis",
  "species": ["Mn", "N", "N", "C", "N", "S", "H", "H", "H", "H", "H", "C", "Ge", "C", "C", "Ge", "C", "C", "C", "C", "C", "C", "C", "C", "C", "C", "C", "C", "H", "H", "H", "H", "H", "H", "H", "H", "H", "H", "H", "H", "H", "H", "H", "H", "H", "H", "H", "O", "C", "C", "C", "C", "C", "S", "C", "C", "C", "C", "S", "C", "C", "C", "C", "S", "H", "H", "H", "H", "H", "H", "H", "H", "H"],
  "coordinates": [[0.154, -0.107, 1.750], [-1.106, 0.239, -0.137], [-2.465, 0.006, 0.093], [-2.962, -0.056, 1.339], [-4.271, -0.219, 1.446], [-2.031, 0.101, 2.765], [-0.962, 1.182, -0.492], [-0.762, -0.411, -0.838], [-3.087, 0.019, -0.702], [-4.885, -0.274, 0.648], [-4.687, -0.267, 2.362], [3.467, -2.863, 3.363], [1.557, -3.112, 3.588], [0.741, -2.007, 4.962], [0.962, -4.979, 3.650], [0.496, -2.828, 1.335], [-1.374, -3.238, 1.195], [-2.096, -3.318, 2.397], [-3.382, -3.829, 2.420], [-3.977, -4.237, 1.231], [-3.285, -4.150, 0.027], [-1.988, -3.665, 0.008], [1.411, -3.310, -0.271], [2.510, -4.163, -0.137], [3.199, -4.606, -1.256], [2.828, -4.161, -2.517], [1.753, -3.290, -2.663], [1.042, -2.882, -1.549], [3.915, -2.814, 4.359], [3.707, -1.938, 2.838], [3.922, -3.697, 2.830], [1.513, -1.710, 5.671], [-0.027, -2.567, 5.497], [0.294, -1.089, 4.587], [1.380, -5.403, 4.568], [1.339, -5.571, 2.815], [-0.122, -5.073, 3.696], [-1.642, -2.991, 3.327], [-3.917, -3.922, 3.356], [-4.981, -4.643, 1.243], [-3.748, -4.493, -0.890], [-1.436, -3.664, -0.923], [2.848, -4.492, 0.840], [4.034, -5.285, -1.141], [3.377, -4.490, -3.390], [1.471, -2.936, -3.647], [0.201, -2.212, -1.694], [1.679, 0.189, 0.696], [2.740, 0.906, 1.320], [2.887, 2.245, 0.610], [1.874, 3.036, 0.142], [2.333, 4.247, -0.430], [3.690, 4.351, -0.386], [4.409, 2.984, 0.331], [4.006, 0.087, 1.210], [5.204, 0.250, 1.852], [6.195, -0.662, 1.397], [5.730, -1.474, 0.410], [4.091, -1.165, 0.045], [2.297, 1.136, 2.776], [1.070, 1.680, 3.131], [0.883, 1.785, 4.541], [1.961, 1.324, 5.224], [3.193, 0.764, 4.184], [0.826, 2.766, 0.198], [1.694, 5.005, -0.861], [4.305, 5.159, -0.753], [5.401, 1.013, 2.592], [7.208, -0.694, 1.775], [6.270, -2.245, -0.121], [0.425, 2.184, 2.419], [-0.002, 2.193, 5.009], [2.105, 1.290, 6.294]],
  "mulliken_spin": [4.620, 0.096, -0.009, 0.000, 0.004, -0.011, -0.003, -0.007, 0.000, -0.001, 0.001, 0.003, 0.031, 0.031, 0.024, 0.069, 0.002, 0.049, -0.009, 0.020, -0.004, 0.004, 0.004, -0.009, 0.000, 0.002, 0.000, -0.020, 0.001, -0.002, 0.001, 0.000, 0.001, -0.009, 0.005, -0.001, -0.004, 0.013, 0.000, 0.000, 0.000, -0.001, -0.003, 0.000, 0.000, 0.000, -0.004, 0.011, -0.082, -0.030, -0.001, 0.001, 0.000, 0.000, -0.033, 0.001, 0.001, 0.000, 0.001, 0.162, 0.064, -0.011, 0.008, 0.005, 0.003, 0.000, 0.000, 0.000, 0.000, 0.000, 0.015, 0.001, 0.001],
  "homo_ev": [-12.9, -13.0],
  "lumo_energy_ev": [-7.417, -7.967],
  "total_charge": 2,
  "e_tot_ev": -224805.087,
  "s_squared": 8.784,
  "spin_multiplicity": 6,
  "gap_ha": [0.2021, 0.1842]
}

***

# 6
{
  "formula": "C6H8",
  "method": "the ωB97M-V functional and the def2-TZVPD basis",
  "species": ["C", "C", "C", "C", "C", "C", "H", "H", "H", "H", "H", "H", "H", "H"],
  "coordinates": [[2.259, -1.740, -0.286], [1.631, -0.819, 0.169], [0.868, 0.271, 0.790], [-0.239, 0.870, -0.082], [-1.680, 0.573, 0.222], [-1.043, 0.018, -1.017], [2.818, -2.557, -0.688], [0.438, -0.098, 1.730], [1.563, 1.069, 1.075], [-0.027, 1.876, -0.432], [-2.410, 1.371, 0.118], [-1.887, -0.117, 1.036], [-0.813, -1.044, -1.041], [-1.326, 0.442, -1.976]],
  "mulliken_charge": [0.175, -0.456, -0.939, 0.106, -0.696, -0.550, 0.405, 0.278, 0.332, 0.344, 0.267, 0.241, 0.230, 0.263],
  "homo_ev": -9.9,
  "lumo_energy_ev": 1.197,
  "total_charge": 0,
  "e_tot_ev": -6348.901,
  "smiles": "C#CCC1CC1",
  "gap_ha": 0.4073
}